{
  "formula": "C52H77AsBN7OPSSn",
  "method": "ωB97M-V with the def2-TZVPD basis set",
  "elements": ["Sn", "C", "C", "N", "N", "C", "B", "N", "C", "C", "C", "N", "N", "C", "C", "C", "N", "H", "H", "H", "H", "H", "H", "H", "H", "H", "H", "S", "C", "C", "N", "C", "C", "C", "C", "C", "C", "C", "C", "H", "H", "H", "H", "H", "H", "H", "H", "H", "H", "H", "H", "O", "P", "C", "C", "C", "C", "C", "C", "C", "C", "C", "C", "C", "C", "C", "C", "C", "C", "C", "C", "H", "H", "H", "H", "H", "H", "H", "H", "H", "H", "H", "H", "H", "H", "H", "H", "H", "H", "H", "H", "H", "H", "H", "H", "H", "H", "H", "H", "H", "H", "H", "H", "H", "C", "As", "C", "C", "C", "C", "C", "C", "C", "C", "H", "H", "H", "H", "H", "H", "H", "H", "H", "H", "H", "H", "H", "C", "C", "C", "C", "C", "C", "H", "H", "H", "H", "H", "H", "H", "H", "H"],
  "xyz": [[0.731, -0.808, 0.221], [4.607, -0.843, 3.493], [4.460, -1.425, 2.224], [3.490, -2.328, 2.213], [2.988, -2.346, 3.457], [3.642, -1.474, 4.248], [1.893, -3.326, 3.950], [0.667, -2.561, 4.518], [0.235, -2.629, 5.794], [-0.933, -1.901, 5.895], [-1.130, -1.422, 4.589], [-0.168, -1.822, 3.774], [1.487, -4.308, 2.854], [1.568, -5.652, 2.928], [1.030, -6.177, 1.773], [0.639, -5.040, 1.040], [0.923, -3.926, 1.695], [5.295, -0.075, 3.806], [5.015, -1.228, 1.318], [3.361, -1.356, 5.282], [2.325, -3.964, 4.891], [0.788, -3.193, 6.526], [-1.535, -1.737, 6.774], [-1.935, -0.817, 4.199], [1.997, -6.125, 3.797], [0.937, -7.215, 1.499], [0.179, -4.984, 0.065], [0.594, 2.411, -0.942], [0.598, 0.732, -1.364], [3.527, -1.622, -2.841], [3.735, -2.939, -2.263], [5.082, -3.048, -1.746], [2.765, -3.188, -1.196], [1.349, -3.307, -1.701], [1.043, -4.357, -2.568], [-0.256, -4.561, -3.002], [-1.258, -3.689, -2.587], [-0.943, -2.627, -1.751], [0.360, -2.414, -1.284], [4.165, -1.494, -3.720], [3.760, -0.816, -2.122], [2.487, -1.495, -3.138], [5.803, -2.860, -2.546], [5.253, -4.051, -1.350], [5.280, -2.327, -0.933], [2.830, -2.404, -0.422], [3.047, -4.115, -0.686], [1.838, -5.021, -2.892], [-0.489, -5.394, -3.657], [-2.281, -3.835, -2.923], [-1.731, -1.940, -1.453], [-1.888, -0.208, 0.502], [-2.955, 0.804, 0.741], [-3.870, 0.942, -0.855], [-5.060, 1.897, -1.048], [-4.687, 3.274, -1.601], [-3.855, 3.158, -2.872], [-2.581, 2.384, -2.567], [-2.895, 0.987, -2.052], [-2.223, 2.393, 1.259], [-3.167, 3.504, 1.746], [-3.395, 3.514, 3.259], [-2.078, 3.518, 4.024], [-1.294, 2.261, 3.670], [-0.997, 2.210, 2.177], [-4.094, 0.135, 2.034], [-5.483, 0.756, 2.240], [-6.302, -0.140, 3.167], [-6.659, -1.454, 2.453], [-5.592, -1.832, 1.416], [-4.204, -1.408, 1.878], [-4.264, -0.087, -0.855], [-5.633, 2.024, -0.130], [-5.739, 1.428, -1.772], [-4.110, 3.836, -0.861], [-5.607, 3.839, -1.785], [-3.620, 4.150, -3.268], [-4.439, 2.632, -3.639], [-1.984, 2.927, -1.830], [-1.935, 2.295, -3.444], [-1.968, 0.474, -1.797], [-3.357, 0.414, -2.868], [-1.790, 2.685, 0.290], [-4.130, 3.460, 1.228], [-2.713, 4.464, 1.475], [-3.947, 2.620, 3.568], [-4.014, 4.377, 3.526], [-2.264, 3.575, 5.100], [-1.493, 4.403, 3.747], [-1.871, 1.384, 3.983], [-0.352, 2.213, 4.219], [-0.483, 1.286, 1.916], [-0.293, 3.008, 1.927], [-3.504, 0.321, 2.939], [-6.020, 0.841, 1.294], [-5.407, 1.765, 2.646], [-7.211, 0.370, 3.497], [-5.713, -0.345, 4.066], [-7.631, -1.351, 1.960], [-6.764, -2.257, 3.187], [-5.818, -1.357, 0.456], [-5.610, -2.909, 1.233], [-3.429, -1.764, 1.200], [-3.991, -1.880, 2.841], [5.628, 2.807, 1.777], [3.755, 2.334, 1.344], [3.214, 4.183, 0.952], [4.109, 1.629, -0.478], [4.774, 2.559, -1.429], [4.007, 3.422, -2.217], [4.619, 4.334, -3.063], [6.004, 4.403, -3.149], [6.775, 3.535, -2.390], [6.164, 2.622, -1.541], [6.064, 3.456, 1.016], [6.231, 1.901, 1.870], [5.638, 3.326, 2.738], [3.933, 4.691, 0.308], [3.143, 4.710, 1.906], [2.238, 4.159, 0.471], [3.130, 1.321, -0.849], [4.713, 0.734, -0.308], [2.925, 3.356, -2.154], [4.004, 4.996, -3.662], [6.478, 5.123, -3.806], [7.857, 3.565, -2.458], [6.770, 1.936, -0.960], [0.520, 0.569, -6.265], [-0.009, -0.428, -5.224], [0.662, -1.792, -5.434], [-1.529, -0.587, -5.405], [0.261, 0.065, -3.868], [0.452, 0.404, -2.713], [0.325, 0.204, -7.279], [1.596, 0.706, -6.143], [0.041, 1.541, -6.141], [0.367, -2.216, -6.401], [0.378, -2.485, -4.642], [1.748, -1.692, -5.419], [-1.760, -0.937, -6.417], [-2.034, 0.367, -5.237], [-1.916, -1.309, -4.685]],
  "lowdin_spin": [0.05, 0.00, 0.00, 0.00, 0.00, 0.00, 0.00, 0.00, 0.00, 0.00, 0.00, 0.00, 0.00, 0.00, 0.00, 0.00, 0.00, 0.00, 0.00, 0.00, 0.00, 0.00, 0.00, 0.00, 0.00, 0.00, 0.00, 0.25, 0.34, 0.00, 0.00, 0.00, 0.00, 0.00, 0.00, 0.00, 0.00, 0.00, 0.00, 0.00, 0.00, 0.00, 0.00, 0.00, 0.00, 0.00, 0.00, 0.00, 0.00, 0.00, 0.00, 0.01, 0.00, 0.00, 0.00, 0.00, 0.00, 0.00, 0.00, 0.01, 0.00, 0.00, 0.00, 0.00, 0.00, 0.00, 0.00, 0.00, 0.00, 0.00, 0.00, 0.00, 0.00, 0.00, 0.00, 0.00, 0.00, 0.00, 0.01, 0.00, 0.00, 0.00, 0.01, 0.00, 0.00, 0.00, 0.00, 0.00, 0.00, 0.00, 0.00, 0.00, 0.00, 0.00, 0.00, 0.00, 0.00, 0.00, 0.00, 0.00, 0.00, 0.00, 0.00, 0.00, 0.00, 0.00, 0.00, 0.00, 0.00, 0.01, 0.00, 0.00, 0.00, 0.00, 0.00, 0.00, 0.00, 0.00, 0.00, 0.00, 0.01, 0.00, 0.01, 0.00, 0.00, 0.00, 0.00, 0.01, 0.02, 0.00, 0.01, 0.14, 0.06, 0.00, 0.00, 0.00, 0.00, 0.00, 0.00, 0.00, 0.00, 0.00],
  "charge": -2,
  "gap_ha": [0.1534, 0.1884],
  "multiplicity": 2,
  "homo_ev": [-0.309, -1.263],
  "e_above_lowest_kj_mol": 0.0,
  "s_squared": 0.761
}